{"formula": "C36H104N17O7P5", "method": "the ωB97M-V functional and the def2-TZVPD basis", "species": ["C", "N", "C", "P", "O", "N", "C", "C", "N", "C", "C", "H", "H", "H", "H", "H", "H", "H", "H", "H", "H", "H", "H", "H", "H", "H", "H", "H", "H", "C", "N", "C", "P", "O", "N", "C", "C", "N", "C", "C", "H", "H", "H", "H", "H", "H", "H", "H", "H", "H", "H", "H", "H", "H", "H", "H", "H", "H", "C", "N", "C", "P", "O", "N", "C", "C", "N", "C", "C", "H", "H", "H", "H", "H", "H", "H", "H", "H", "H", "H", "H", "H", "H", "H", "H", "H", "H", "C", "N", "C", "P", "O", "N", "C", "C", "N", "C", "C", "H", "H", "H", "H", "H", "H", "H", "H", "H", "H", "H", "H", "H", "H", "H", "H", "H", "H", "C", "N", "C", "P", "O", "N", "C", "C", "N", "C", "C", "H", "H", "H", "H", "H", "H", "H", "H", "H", "H", "H", "H", "H", "H", "H", "H", "H", "H", "C", "N", "C", "C", "O", "H", "H", "H", "H", "H", "H", "H", "C", "N", "C", "C", "O", "H", "H", "H", "H", "H", "H", "H"], "coordinates": [[0.338, -3.831, 5.177], [0.735, -4.310, 3.789], [1.133, -5.713, 3.904], [0.201, -3.532, 2.447], [0.007, -2.090, 2.724], [1.425, -3.941, 1.345], [2.871, -3.774, 1.704], [1.273, -3.725, -0.093], [-1.212, -4.206, 1.837], [-2.445, -3.433, 1.844], [-1.268, -5.544, 1.254], [-0.464, -4.399, 5.596], [0.235, -2.759, 5.167], [1.234, -4.053, 5.799], [0.220, -6.339, 4.238], [1.872, -5.873, 4.735], [1.365, -6.175, 2.974], [3.591, -4.386, 1.129], [3.239, -2.784, 1.457], [3.091, -3.934, 2.776], [1.609, -4.598, -0.710], [0.215, -3.525, -0.363], [1.838, -2.856, -0.412], [-2.738, -3.230, 0.811], [-3.193, -3.907, 2.429], [-2.093, -2.525, 2.299], [-1.107, -6.315, 2.077], [-0.458, -5.594, 0.561], [-2.149, -5.781, 0.769], [-4.803, -1.305, 0.308], [-5.175, 0.062, 0.090], [-5.370, 0.940, 1.226], [-4.918, 0.619, -1.512], [-3.484, 0.545, -1.914], [-5.933, -0.281, -2.375], [-5.702, -0.446, -3.845], [-7.198, -0.956, -1.961], [-5.441, 2.208, -1.674], [-4.537, 3.246, -1.285], [-6.724, 2.603, -2.084], [-3.953, -1.260, 1.019], [-4.499, -1.815, -0.610], [-5.571, -1.905, 0.750], [-4.736, 1.852, 1.139], [-4.965, 0.470, 2.121], [-6.385, 1.149, 1.456], [-4.625, -0.485, -4.030], [-6.122, -1.395, -4.213], [-6.165, 0.395, -4.352], [-8.023, -0.351, -2.381], [-7.227, -1.974, -2.369], [-7.278, -1.096, -0.867], [-3.544, 2.871, -1.143], [-4.568, 4.022, -2.040], [-4.791, 3.668, -0.297], [-7.474, 2.753, -1.268], [-7.237, 2.109, -2.882], [-6.660, 3.625, -2.561], [4.590, 1.512, 0.805], [5.687, 0.633, 0.495], [5.268, -0.779, 0.283], [6.804, 1.257, -0.563], [6.332, 1.599, -1.923], [7.546, 2.552, 0.171], [7.924, 2.670, 1.555], [7.470, 3.813, -0.565], [7.846, -0.066, -0.696], [8.794, -0.470, 0.322], [8.057, -0.689, -1.952], [4.947, 2.416, 1.278], [3.881, 1.172, 1.516], [4.056, 1.803, -0.125], [4.323, -0.913, 0.790], [6.094, -1.436, 0.526], [5.004, -1.019, -0.754], [7.439, 3.464, 2.136], [7.699, 1.755, 2.143], [9.006, 2.787, 1.639], [6.461, 4.278, -0.525], [8.142, 4.565, -0.164], [7.778, 3.673, -1.581], [8.446, -0.321, 1.335], [8.978, -1.535, 0.220], [9.737, 0.015, 0.112], [8.827, -0.283, -2.589], [7.117, -0.717, -2.559], [8.290, -1.746, -1.828], [-2.478, 4.465, 5.575], [-2.911, 3.730, 4.432], [-4.060, 4.355, 3.862], [-1.923, 2.583, 3.624], [-2.392, 2.259, 2.270], [-0.383, 3.157, 3.479], [-0.091, 4.012, 2.334], [0.614, 3.257, 4.547], [-1.712, 1.466, 4.861], [-2.878, 1.038, 5.636], [-0.773, 0.337, 4.779], [-2.288, 5.551, 5.378], [-1.582, 4.056, 6.095], [-3.196, 4.378, 6.376], [-3.909, 5.390, 3.615], [-4.802, 4.201, 4.678], [-4.421, 3.779, 3.007], [-0.951, 4.563, 1.962], [0.639, 4.761, 2.671], [0.369, 3.486, 1.496], [0.861, 4.270, 4.817], [0.259, 2.809, 5.484], [1.547, 2.716, 4.311], [-3.705, 1.768, 5.601], [-3.280, 0.139, 5.142], [-2.603, 0.740, 6.646], [-1.321, -0.574, 4.512], [-0.271, 0.145, 5.737], [0.007, 0.416, 4.026], [-0.246, -4.533, -6.310], [-0.443, -3.626, -5.100], [0.672, -3.885, -4.249], [-1.054, -2.054, -5.228], [-0.242, -1.066, -6.005], [-2.489, -2.425, -5.941], [-2.942, -1.555, -6.999], [-3.426, -3.411, -5.492], [-1.205, -1.564, -3.672], [-1.809, -2.393, -2.629], [-0.587, -0.383, -3.061], [-0.100, -5.571, -6.080], [0.675, -4.253, -6.842], [-1.061, -4.409, -6.974], [0.654, -3.208, -3.362], [1.610, -3.687, -4.773], [0.699, -4.894, -3.816], [-3.690, -0.819, -6.645], [-2.106, -1.065, -7.531], [-3.490, -2.255, -7.668], [-3.649, -4.060, -6.332], [-3.068, -4.052, -4.644], [-4.294, -2.899, -5.135], [-2.173, -3.317, -2.982], [-1.084, -2.503, -1.837], [-2.624, -1.770, -2.211], [0.207, -0.592, -2.299], [-1.430, 0.071, -2.539], [-0.281, 0.327, -3.827], [2.985, 3.469, -2.095], [3.596, 4.804, -2.024], [2.899, 5.829, -1.305], [4.932, 4.928, -2.272], [5.545, 5.986, -2.137], [2.083, 3.533, -2.736], [2.581, 3.190, -1.097], [3.636, 2.718, -2.504], [2.595, 5.506, -0.294], [3.556, 6.681, -1.221], [2.032, 6.043, -1.884], [5.291, 4.004, -2.595], [-1.503, 0.012, 0.730], [-0.357, 0.773, 0.330], [0.889, 0.778, 1.146], [-0.461, 1.748, -0.620], [0.462, 2.499, -0.920], [-1.560, 0.052, 1.832], [-1.373, -1.033, 0.480], [-2.366, 0.449, 0.268], [0.983, 1.582, 1.900], [0.986, -0.158, 1.680], [1.775, 0.839, 0.505], [-1.397, 1.646, -1.147]], "forces_ev_per_angstrom": [[2.5192, -0.2665, -1.3712], [0.1211, -0.5170, 2.3327], [-2.1231, -0.7362, 1.4602], [0.4211, -0.0671, -1.0025], [-0.1736, -0.1794, 0.1785], [0.9535, -0.3159, 0.0773], [0.0113, -0.0630, 0.5611], [-1.0171, -0.4222, -0.4277], [0.2572, -0.2342, -0.2812], [1.8195, 0.4075, -0.6301], [2.4533, -0.1523, 2.7935], [-0.9187, -0.1478, 0.0579], [-0.5318, 0.2469, -0.0119], [-0.5482, 0.1919, -0.1840], [1.0707, 0.8243, -0.2000], [-0.2702, 0.3046, -1.1135], [0.8505, 0.0022, -0.7451], [-0.9190, -0.4744, 0.0498], [-0.3579, 0.5979, 0.0892], [-0.4736, -0.0287, -0.5666], [-0.1410, 0.5253, 0.6570], [0.5506, -0.1796, 0.2770], [0.1861, 0.2720, -0.0891], [-0.4012, -0.0459, 0.1358], [-0.9201, -0.4060, 0.4173], [-0.7320, 0.8259, 0.1932], [-0.1861, 0.6028, -1.0806], [0.5563, -0.6263, -0.6300], [-1.9844, -0.0019, -0.8924], [1.3995, 0.2498, 0.7748], [-0.7217, 1.0191, -2.2777], [1.8862, 0.2209, 0.0669], [0.8205, 0.9423, 1.7544], [-0.7340, -0.2261, -0.0216], [-1.3621, -2.4160, -1.5660], [0.3384, 0.0834, 0.9928], [0.6090, 0.6640, 0.1804], [0.9663, -2.0370, 0.2282], [-0.3034, 0.7242, 0.9189], [-1.8184, 2.8523, 0.1029], [-0.1866, -0.6014, -0.3668], [0.1200, 0.2804, 0.0556], [-0.8123, -0.3558, 0.4245], [-0.7167, -0.3766, -0.0148], [0.1508, -0.2784, 0.0457], [-1.1112, 0.4302, -0.0876], [-0.1070, 0.2772, -0.0664], [-0.0541, 0.3496, 0.3207], [0.0265, 0.0011, -0.4477], [-0.0126, -0.5313, 0.4496], [0.0453, 0.2733, -0.1990], [0.0478, 0.6032, -0.5441], [0.6076, -0.3024, -0.3375], [0.2702, 0.3353, -0.0673], [-0.2226, 0.1937, -0.2974], [0.4737, -0.2628, -0.2508], [0.1494, -1.3487, -0.3467], [0.2167, -0.6726, 0.6383], [-0.0834, 1.4862, -1.2705], [-0.1739, -0.9389, 0.6043], [0.1709, 0.8663, -0.9430], [0.9707, -1.0984, -0.6660], [-0.2218, 0.2787, 0.3076], [-0.6803, 0.0950, -0.0947], [0.2590, -1.1510, 1.1200], [-0.6052, 0.6185, 0.2724], [-0.4617, 0.6581, 0.9969], [-0.0712, -0.0915, -0.6110], [-1.4582, -1.0017, -1.5967], [0.4053, 0.5069, -0.1217], [-0.5493, -1.1181, 0.5972], [0.0148, -0.0810, 0.5723], [0.1738, -0.3448, 0.7471], [-0.2553, -0.2789, 0.5351], [0.1745, 0.3424, -0.2436], [-0.1161, 0.2233, -0.5364], [-0.0388, 0.2786, -0.6052], [0.0699, 0.2746, 0.0361], [0.6314, -0.4196, -0.0658], [0.3053, -0.1313, 0.4215], [-0.1684, -0.0892, -0.6159], [-0.0848, 0.4207, 0.1949], [-0.0349, -0.3054, 0.0022], [0.5485, 0.2822, 0.4993], [0.4883, 0.5059, -0.1324], [0.7016, 0.3804, 0.4461], [0.1815, -0.1482, 0.3258], [1.5653, 0.1446, 1.2399], [1.7073, -0.8970, -1.2260], [-1.3454, -1.7550, 0.5524], [0.5941, 1.1106, 1.5286], [-1.0196, -0.0480, 0.0613], [0.7752, 0.3033, 0.5553], [0.6785, 0.4740, -0.0358], [-0.2319, -1.0885, 0.4913], [-0.2397, -0.1416, 0.0599], [-0.6974, -0.2913, -0.9946], [-0.0302, -0.2813, -0.3326], [-0.1745, -0.7494, -0.0129], [-0.2765, 0.1331, -0.9117], [-0.8041, 0.2909, 0.2413], [-0.0135, 0.5804, -0.1079], [-0.3119, 0.8612, -0.7266], [0.1498, 0.2413, -0.0860], [-0.2466, -0.1547, 0.0346], [-0.1562, -0.0330, -0.1384], [-0.1572, -0.0947, -0.0262], [0.0975, 0.6603, -0.2418], [-0.1443, -0.0669, -0.3893], [-0.2248, 0.2444, -0.2319], [0.6504, -0.0905, 0.3437], [-0.0808, -0.0455, 0.2487], [0.0467, 0.3037, 0.1333], [0.0534, 0.0009, 0.0170], [-0.2178, 0.2641, 0.0279], [-0.1100, 0.4715, -0.1104], [0.4111, 2.0881, 0.6685], [0.0789, -1.9085, -1.0767], [0.7461, 1.0780, 1.8262], [1.8134, 0.0135, -0.6891], [-0.9520, -0.7717, 0.4754], [1.1978, 0.7081, 0.1919], [-1.0194, -0.5135, -0.6661], [0.6454, -0.6713, 0.7167], [0.4491, -0.6473, 0.6056], [-0.3648, 2.2548, 0.1014], [-0.7548, 0.2811, -0.1072], [-0.3296, -0.4937, 0.7725], [-0.1542, 0.2427, 0.0536], [-0.8552, 0.0239, -0.6842], [0.0432, -0.3056, -0.6204], [0.2410, -0.1360, 0.0646], [-0.2022, -0.0466, -0.4266], [0.3603, -0.0330, -0.1356], [-0.5036, -0.2959, 0.4638], [0.2502, 0.7154, -0.2185], [-0.4366, -0.2767, -0.1052], [0.0259, 0.6912, -0.9603], [-1.0562, 0.0907, 0.1474], [-0.2525, -1.0635, -0.3451], [0.2916, -0.4491, 0.3879], [0.0486, -0.5271, 0.0532], [-0.3342, -0.1556, -0.8119], [0.2867, 0.2737, 0.2161], [0.3616, -0.2356, 0.0598], [-1.6263, 1.1074, 0.4022], [1.2598, -1.3360, 0.2366], [0.1527, -0.3132, 0.3193], [-1.7930, 2.5640, 0.7037], [0.1078, -0.8998, -0.1310], [0.4301, -0.1310, 0.2530], [0.4781, -0.0168, -0.6190], [0.5454, -0.1321, -0.0131], [0.0907, -0.0821, -0.3211], [0.0106, 0.2852, -0.0736], [-0.9833, 0.6306, -0.1678], [1.4224, -1.5985, -0.8236], [0.6083, -0.2947, 1.2370], [1.7677, 1.5936, 0.1975], [-0.0530, -0.3766, -0.3239], [1.1221, -1.1843, 0.6191], [-0.7224, 0.0467, 0.1504], [-0.3610, 0.0161, -0.5129], [-0.0931, -0.3683, -0.3486], [-0.5369, -0.0687, -0.0947], [-0.4872, -0.1362, -0.4520], [-0.3567, -0.3228, 0.0981], [-0.3436, 0.1853, -0.1776], [-0.6408, 0.5074, -0.3713]], "lowdin_charge": [-0.061, -0.303, -0.138, 0.529, -0.292, -0.276, -0.094, -0.129, -0.292, -0.103, -0.086, 0.068, 0.055, 0.086, 0.097, 0.092, 0.057, 0.089, 0.047, 0.081, 0.096, 0.063, 0.074, 0.075, 0.077, 0.046, 0.095, 0.050, 0.056, -0.140, -0.297, -0.096, 0.539, -0.292, -0.297, -0.074, -0.080, -0.298, -0.109, -0.143, 0.067, 0.077, 0.072, 0.063, 0.079, 0.063, 0.068, 0.076, 0.075, 0.083, 0.077, 0.075, 0.060, 0.086, 0.084, 0.093, 0.057, 0.099, -0.120, -0.282, -0.081, 0.525, -0.276, -0.287, -0.137, -0.102, -0.322, -0.111, -0.147, 0.077, 0.060, 0.079, 0.054, 0.072, 0.086, 0.083, 0.074, 0.080, 0.074, 0.086, 0.076, 0.069, 0.074, 0.081, 0.076, 0.090, 0.076, -0.143, -0.336, -0.121, 0.551, -0.265, -0.291, -0.096, -0.123, -0.295, -0.111, -0.118, 0.100, 0.081, 0.072, 0.077, 0.093, 0.069, 0.084, 0.082, 0.054, 0.070, 0.065, 0.085, 0.080, 0.078, 0.083, 0.065, 0.089, 0.065, -0.070, -0.286, -0.160, 0.508, -0.299, -0.331, -0.108, -0.117, -0.288, -0.098, -0.087, 0.069, 0.085, 0.053, 0.074, 0.085, 0.084, 0.079, 0.084, 0.085, 0.080, 0.086, 0.055, 0.047, 0.051, 0.068, 0.097, 0.033, 0.088, -0.058, -0.181, -0.048, -0.338, -0.017, 0.091, 0.059, 0.076, 0.093, 0.080, 0.080, 0.094, -0.085, -0.128, -0.027, -0.323, -0.018, 0.074, 0.067, 0.054, 0.069, 0.055, 0.067, 0.100], "orbital_gap_ev": 8.54, "smiles": "CN(C)P(=O)(N(C)C)N(C)C.CN(C)P(=O)(N(C)C)N(C)C.CN(C)P(=O)(N(C)C)N(C)C.CN(C)P(=O)(N(C)C)N(C)C.CN(C)P(=O)(N(C)C)N(C)C.CN(C)C=O.CN(C)C=O", "homo_ev": -8.1727, "spin_multiplicity": 1, "lumo_ev": 0.37, "e_tot_ha": -4598.5515}